1.
# C19H23BrNNbO5P

C19H23BrNNbO5P as an isolated structure (ωB97M-V with the def2-TZVPD basis set, OMol25).

Values from the calculation:
HOMO in eV: -5.2150
HOMO-LUMO gap in eV: 5.97
Charge: -1

Geometry as XYZ:
```
51
Properties=species:S:1:pos:R:3:forces:R:3
C -2.4723 1.9171 -2.4905 0.046 0.090 0.139
C -1.2687 1.9052 -3.4368 -0.288 -0.221 0.242
C 0.0320 1.3914 -2.8071 -0.651 1.029 -0.819
Br -0.0899 -0.5705 -2.6483 0.286 -0.155 0.120
Nb 1.9943 2.0160 -3.8364 0.273 -2.048 0.507
C 3.6949 1.3071 -2.5133 -0.088 0.583 0.162
C 3.9527 -0.1534 -2.6741 0.007 -0.054 0.034
N 4.1948 -0.9310 -1.6877 -0.327 0.313 -0.027
P 2.2360 4.2188 -2.3431 0.495 0.393 -0.910
O 2.9103 5.2930 -3.1292 -0.082 -0.051 0.212
O 0.8042 4.7814 -1.7948 -0.371 -0.345 0.200
O 3.0761 4.0721 -0.9509 0.323 0.192 0.167
H -2.5067 1.0005 -1.8958 -0.098 0.011 -0.057
H -2.3993 2.7654 -1.8001 0.031 -0.145 -0.017
H -3.4186 2.0225 -3.0312 0.085 -0.050 0.025
H -1.4948 1.2701 -4.2996 0.096 0.235 -0.086
H -1.0877 2.9241 -3.7844 -0.005 -0.107 -0.111
H 0.0443 1.7276 -1.7587 0.300 -0.013 -0.150
H 0.9962 3.1794 -4.8153 0.586 0.469 0.727
H 3.1943 2.7190 -5.0181 -0.779 -0.100 -0.278
H 2.0112 0.5783 -4.9583 0.147 -0.079 -0.090
H 3.4819 1.5292 -1.4602 0.214 -0.057 -0.084
H 4.5947 1.8796 -2.7820 -0.128 -0.042 -0.027
H 3.9118 -0.5507 -3.6947 0.141 0.052 -0.007
H 4.3189 -1.8837 -2.0210 0.031 -0.067 -0.067
H 0.8299 5.7301 -1.9418 -0.071 0.416 -0.019
H 2.6199 3.5153 -0.3236 -0.216 -0.272 0.348
C -4.4950 -3.1650 5.0046 -0.010 0.001 0.003
C -4.8844 -1.9416 4.4695 -0.008 -0.003 0.007
C -4.0225 -1.2368 3.6484 -0.058 0.004 0.009
C -2.7634 -1.7484 3.3622 0.101 0.010 -0.069
C -2.3682 -2.9686 3.9083 0.109 0.010 -0.036
C -3.2406 -3.6767 4.7253 -0.048 -0.017 0.034
C -1.0068 -3.5317 3.6428 -0.121 0.067 -0.004
O -0.6779 -4.5991 4.1178 0.042 -0.003 -0.003
C -0.0891 -2.7328 2.7880 -0.076 0.047 0.002
C 1.1940 -3.2091 2.5548 0.052 0.001 -0.031
C 2.0601 -2.4896 1.7502 0.090 -0.028 -0.014
C 1.6560 -1.2938 1.1684 0.081 -0.087 -0.029
C 0.3813 -0.8127 1.4003 -0.086 0.061 -0.036
C -0.4945 -1.5233 2.2111 -0.067 -0.018 0.075
C -1.8557 -0.9703 2.4581 -0.024 -0.103 0.073
O -2.2276 0.0694 1.9613 0.028 0.039 -0.009
H -5.1730 -3.7176 5.6418 -0.011 -0.001 0.009
H -5.8637 -1.5396 4.6937 -0.015 -0.003 0.001
H -4.3067 -0.2874 3.2167 0.015 0.016 -0.026
H -2.9168 -4.6241 5.1328 0.031 -0.012 0.002
H 1.4933 -4.1439 3.0079 -0.016 -0.018 0.009
H 3.0595 -2.8610 1.5633 -0.003 0.006 -0.008
H 2.3370 -0.7592 0.5224 0.072 0.046 -0.095
H 0.0446 0.1093 0.9471 -0.039 0.006 0.000
```
Forces are in eV/Å.

Mulliken population analysis, charges in e, atoms 1 to 6: C -1.121; C -0.242; C -0.223; Br -0.208; Nb -0.779; C -0.890


2.
# C19H23Cl2F6O5PSTc

C19H23Cl2F6O5PSTc as an isolated structure (ωB97M-V with the def2-TZVPD basis set, OMol25).

Values from the calculation:
HOMO (alpha / beta) in eV: -12.2415 / -12.2484
HOMO-LUMO gap (alpha / beta) in eV: 6.62 / 6.61
ΔE to the lowest compared entry with this formula, charge and spin in kJ/mol: 0.0
Charge: +1

Geometry as XYZ:
```
58
Properties=species:S:1:pos:R:3:forces:R:3
Tc -0.8476 0.7194 0.2955 1.176 0.033 -0.516
C 1.9698 1.9343 1.0912 -0.041 -0.480 0.156
C 1.2622 0.7316 1.6869 0.491 0.281 -0.182
C 0.0671 1.1537 2.3226 0.056 0.000 0.129
C -0.1355 2.4649 1.8708 -0.005 0.193 -0.363
C 1.1030 2.9487 1.1463 -0.246 0.152 0.307
C 1.2400 4.3274 0.6078 -0.026 -0.077 0.045
C -1.2011 3.3853 2.3182 -0.021 0.029 -0.017
C -0.6292 0.4886 3.4724 -0.009 -0.049 -0.062
C 1.8946 -0.5942 1.8192 -0.045 -0.053 -0.038
C 3.3577 1.9472 0.5300 -0.091 0.013 0.085
H 1.3241 5.0601 1.4148 -0.008 -0.005 0.003
H 0.3630 4.6011 0.0178 -0.001 -0.026 -0.018
H 2.1217 4.4124 -0.0235 0.018 0.003 0.011
H -0.8234 3.9186 3.1988 0.004 0.018 -0.013
H -2.1150 2.8687 2.6071 0.027 -0.008 0.018
H -1.4331 4.1238 1.5526 0.011 0.002 0.020
H -0.1266 0.7783 4.3972 -0.002 0.021 0.011
H -0.6070 -0.5951 3.3992 0.035 0.006 0.003
H -1.6721 0.7933 3.5504 0.004 0.012 -0.029
H 1.1952 -1.3612 2.1449 0.003 0.014 0.030
H 2.6884 -0.4997 2.5703 -0.003 0.009 0.013
H 2.3714 -0.8997 0.8888 0.022 0.015 0.030
H 3.9614 2.6818 1.0642 0.002 -0.005 0.022
H 3.3554 2.2231 -0.5238 -0.007 0.006 -0.015
H 3.8503 0.9816 0.6127 -0.025 0.000 0.026
F 0.6149 1.3872 -1.0857 0.066 0.329 -0.500
P 1.1519 0.0293 -2.1277 0.194 0.329 -0.077
F 1.7587 1.0456 -3.1473 0.076 0.019 0.054
F -0.2606 0.1201 -2.8161 -0.265 -0.043 0.228
F 2.4917 0.0165 -1.2809 -0.049 -0.033 0.076
F 1.4941 -1.3142 -2.8341 0.002 -0.081 0.078
F 0.4316 -0.7692 -0.7754 0.030 -0.239 0.182
Cl -3.3627 3.5235 -3.5283 -0.030 -0.029 0.004
C -2.2617 3.4460 -2.1777 0.135 0.190 -0.126
Cl -2.0828 5.0377 -1.3824 -0.035 -0.133 -0.024
C -2.7212 2.4332 -1.1414 -0.021 -0.260 0.291
O -3.7479 1.8515 -1.1155 -0.055 0.105 0.064
O -1.7432 2.3074 -0.1601 -0.332 -0.327 0.236
H -1.2788 3.1627 -2.5479 0.017 0.006 0.035
C 0.7526 -6.3138 -1.9661 -0.029 0.002 0.038
C -0.0154 -5.1186 -1.4782 0.060 -0.023 -0.009
C -0.0389 -4.8042 -0.1169 0.013 -0.027 -0.002
C -0.7263 -3.7021 0.3514 -0.113 -0.036 -0.091
C -1.4018 -2.9105 -0.5731 0.153 -0.031 -0.062
C -1.4099 -3.1957 -1.9311 0.032 -0.004 0.036
C -0.7124 -4.3076 -2.3690 -0.014 0.003 -0.037
S -2.2864 -1.5238 -0.0384 -0.124 0.638 0.168
O -3.6056 -1.8332 0.3560 -0.011 -0.060 0.109
O -1.4306 -0.8859 1.1633 -0.647 -0.026 -0.085
O -2.1012 -0.3849 -0.9904 -0.393 -0.436 -0.252
H 1.7594 -6.3256 -1.5485 -0.006 0.003 0.003
H 0.8302 -6.3214 -3.0512 -0.010 0.003 0.001
H 0.2591 -7.2360 -1.6546 -0.003 0.003 -0.003
H 0.4906 -5.4373 0.5842 0.014 0.013 -0.005
H -0.7456 -3.4706 1.4081 -0.002 0.024 -0.005
H -1.9335 -2.5582 -2.6319 0.019 0.014 0.014
H -0.7022 -4.5416 -3.4256 0.009 0.001 0.003
```
Forces are in eV/Å.

Mulliken population analysis, charges in e, atoms 1 to 6: Tc 0.847; C 0.606; C 3.541; C -1.855; C 2.165; C 0.526


3.
# C19H23Cl2HfN

C19H23Cl2HfN as an isolated structure (ωB97M-V with the def2-TZVPD basis set, OMol25).

Values from the calculation:
HOMO in eV: -15.5807
HOMO-LUMO gap in eV: 8.43
Charge: +2

Geometry as XYZ:
```
46
Properties=species:S:1:pos:R:3:forces:R:3
C 0.0186 0.1711 -4.1896 0.271 0.479 -2.911
C 1.4291 0.7018 -4.4416 0.173 0.080 0.740
C -0.2131 -1.2412 -4.7238 -0.121 -0.475 0.606
C -1.1116 1.1542 -4.4810 -0.182 0.105 0.735
Cl -0.1386 -0.0156 -1.9878 0.105 1.063 -1.629
H -0.2075 -1.2852 -5.8614 0.071 0.586 1.334
H -1.2021 -1.6217 -4.3924 0.603 0.160 -0.257
H 0.5881 -1.9278 -4.3762 -0.525 0.386 -0.243
H 1.6123 0.8970 -5.5322 -0.608 -0.313 0.791
H 2.1907 -0.0359 -4.1210 -0.393 0.430 -0.159
H 1.5897 1.6636 -3.9159 -0.050 -0.537 -0.296
H -1.1974 1.4015 -5.5745 0.440 -0.515 0.858
H -0.9372 2.1056 -3.9396 -0.164 -0.507 -0.370
H -2.0772 0.7153 -4.1625 0.466 0.327 -0.228
C 1.5376 -1.6773 1.8650 -0.213 -1.627 0.294
C 0.6772 -2.5024 1.0491 1.910 1.032 -0.953
C 0.8710 -2.0456 -0.3068 0.831 -1.757 -0.378
H 0.1446 -3.3959 1.3101 -0.295 0.107 0.330
C 1.8808 -1.0305 -0.3160 0.457 -1.279 1.332
C 2.2893 -0.8233 1.0382 0.184 0.613 -1.458
H 3.0415 -0.0609 1.2845 -0.463 -0.536 0.317
H 1.7074 -1.8358 2.9365 -0.291 0.313 -0.548
H 0.4481 -2.4900 -1.2337 0.267 0.349 1.140
H 2.2636 -0.5454 -1.1907 0.138 0.150 -0.036
C -2.3867 0.6936 1.3099 0.266 1.321 -0.837
C -2.2093 -0.4687 2.0795 -0.501 -1.192 -0.267
C -2.0521 -1.5789 1.1864 -0.930 0.220 -0.387
H -2.3237 -0.5452 3.1572 0.239 0.063 -0.286
C -2.0359 -1.0475 -0.1511 -1.836 -0.850 -0.371
C -2.2594 0.3655 -0.0639 -0.960 -0.505 0.394
H -2.3447 1.0294 -0.9195 0.010 -0.078 0.378
H -2.5358 1.7406 1.6444 0.135 -0.981 0.048
H -2.1088 -2.6520 1.4256 0.319 0.834 0.007
H -2.0250 -1.6070 -1.1114 0.007 0.370 1.200
Hf -0.1105 -0.2587 0.6984 0.524 1.796 1.794
Cl 1.5156 4.4088 3.7057 -0.119 -0.422 -0.147
C 1.0044 2.7602 3.8860 0.258 0.916 -0.083
C 0.8910 2.2474 5.1769 -0.501 -1.397 -0.818
C 0.4671 0.9090 5.2695 0.041 0.131 -0.298
C 0.1853 0.1707 4.1112 0.194 0.855 -0.217
N 0.2920 0.7172 2.8676 0.381 0.648 0.041
C 0.7115 2.0094 2.7474 -0.396 -1.283 1.751
H 1.1106 2.8474 6.0484 0.016 0.014 -0.040
H 0.3461 0.4232 6.2384 0.069 0.174 -0.277
H -0.1367 -0.8721 4.1904 0.112 0.455 -0.170
H 0.8002 2.4319 1.7662 0.063 0.276 -0.426
```
Forces are in eV/Å.

Mulliken population analysis, charges in e, atoms 1 to 6: C 0.800; C -1.239; C -1.212; C -1.227; Cl -0.383; H 0.403


4.
# C19H23ClN2O5S

The molecule C19H23ClN2O5S (ωB97M-V with the def2-TZVPD basis set, OMol25).

Values from the calculation:
SMILES: CCN(CC)S(=O)(=O)c1ccc(Cl)c(NC(=O)COc2ccc(OC)cc2)c1
HOMO in eV: -8.0726
HOMO-LUMO gap in eV: 8.59
ΔE to the lowest compared entry with this formula, charge and spin in kJ/mol: 39.2

Geometry as XYZ:
```
51
Properties=species:S:1:pos:R:3:forces:R:3
C -2.7663 -3.0393 -1.7829 -0.101 0.279 -0.018
C -3.0431 -1.5536 -1.5678 0.243 -0.447 -0.525
N -2.9567 -1.1999 -0.1658 0.887 0.681 0.369
C -4.1801 -1.0587 0.5974 -0.285 0.340 0.442
C -4.9499 0.2182 0.2731 0.103 -0.248 0.016
S -1.7063 -0.1755 0.2178 0.213 -0.594 -0.045
O -1.9009 0.2949 1.5603 -0.288 -0.248 0.190
O -1.4751 0.8035 -0.8073 0.012 -0.106 -0.106
C -0.3030 -1.2910 0.2271 -0.368 0.357 -0.171
C -0.3737 -2.5270 0.8436 0.060 -0.103 0.065
C 0.7556 -3.3249 0.8855 -0.054 0.125 0.016
C 1.9591 -2.8683 0.3577 -0.107 0.297 -0.101
Cl 3.3320 -3.8958 0.3821 0.035 -0.298 -0.076
C 2.0381 -1.5957 -0.2126 -0.255 -0.229 0.354
N 3.2510 -1.0263 -0.6306 -0.047 -0.021 -0.503
C 4.2616 -0.7531 0.2551 0.161 0.236 -0.269
O 4.4526 -1.3448 1.2872 0.013 0.149 0.226
C 5.1330 0.4234 -0.1973 0.256 -0.059 0.249
O 4.4577 1.3423 -1.0192 -0.192 0.165 -0.171
C 3.3210 1.9611 -0.5247 -0.086 0.097 0.080
C 2.6625 2.8070 -1.4174 0.138 -0.163 0.105
C 1.4835 3.4168 -1.0586 -0.129 -0.044 0.164
C 0.9148 3.1910 0.1992 0.214 -0.075 0.013
O -0.2491 3.8357 0.4502 0.108 0.092 -0.304
C -0.9359 3.5502 1.6490 -0.103 -0.092 0.199
C 1.5813 2.3594 1.0904 -0.373 0.243 0.000
C 2.7802 1.7561 0.7343 0.418 -0.066 -0.211
C 0.8796 -0.8282 -0.3030 0.073 -0.018 -0.057
H -2.8550 -3.2810 -2.8387 -0.007 -0.102 -0.119
H -3.4806 -3.6413 -1.2270 -0.073 -0.125 0.049
H -1.7641 -3.2927 -1.4472 0.070 -0.047 0.003
H -2.3048 -0.9509 -2.1016 -0.217 -0.080 -0.192
H -4.0323 -1.3005 -1.9598 0.083 0.135 0.051
H -3.8815 -1.0427 1.6468 -0.244 -0.133 -0.010
H -4.7947 -1.9446 0.4151 0.127 -0.008 0.034
H -5.2594 0.2372 -0.7695 -0.064 0.046 -0.087
H -4.3106 1.0771 0.4615 -0.043 0.134 0.029
H -5.8349 0.2886 0.9002 -0.111 0.056 0.032
H -1.3063 -2.8540 1.2735 -0.102 -0.141 0.047
H 0.7200 -4.3056 1.3328 0.004 -0.079 0.039
H 3.1637 -0.3585 -1.3888 0.066 -0.088 0.189
H 5.9630 0.0466 -0.8030 -0.083 0.020 0.133
H 5.5468 0.9005 0.7001 -0.118 -0.116 -0.075
H 3.0956 2.9660 -2.3924 0.037 0.031 -0.131
H 0.9671 4.0683 -1.7444 -0.069 0.086 -0.101
H -1.2014 2.4913 1.7171 0.057 0.115 0.009
H -1.8442 4.1494 1.6111 0.044 -0.049 0.058
H -0.3481 3.8443 2.5250 -0.013 -0.001 -0.025
H 1.1757 2.1551 2.0678 -0.074 0.006 0.109
H 3.2659 1.1204 1.4585 0.052 -0.067 0.079
H 0.8964 0.1496 -0.7600 0.132 0.159 -0.053
```
Forces are in eV/Å.

Mulliken population analysis, charges in e, atoms 1 to 6: C -1.139; C -0.676; N 0.239; C -0.684; C -0.999; S 1.307


5.
# C19H23CuN2O4S2

C19H23CuN2O4S2 as an isolated structure (ωB97M-V with the def2-TZVPD basis set, OMol25).

Values from the calculation:
HOMO in eV: -6.4552
HOMO-LUMO gap in eV: 6.87
ΔE to the lowest compared entry with this formula, charge and spin in kJ/mol: 82.2

Geometry as XYZ:
```
51
Properties=species:S:1:pos:R:3:forces:R:3
Cu 0.6164 -0.9301 -1.5765 0.315 0.142 0.011
S 4.4728 1.0361 -0.7155 -0.108 0.039 -0.005
C 4.8293 -0.6354 -0.6858 0.064 0.010 0.010
C 3.7295 -1.3951 -0.9547 -0.086 -0.038 0.050
C 2.5264 -0.6522 -1.1905 -0.179 0.038 -0.123
C 2.8004 0.6919 -1.0928 0.145 0.043 0.026
C 1.8234 1.7666 -1.3057 -0.107 -0.041 -0.028
C 2.1235 3.1306 -1.2103 0.103 -0.060 0.030
C 1.1349 4.0635 -1.4589 0.026 0.001 0.011
C -0.1453 3.6357 -1.7855 -0.010 0.018 0.027
C -0.3710 2.2706 -1.8356 0.053 -0.076 0.090
N 0.5761 1.3656 -1.6084 -0.024 0.253 -0.071
H 5.8383 -0.9647 -0.4772 -0.074 0.007 -0.015
H 3.7804 -2.4786 -0.9799 -0.014 0.076 -0.015
H 3.1301 3.4394 -0.9524 -0.060 0.023 -0.026
H 1.3599 5.1215 -1.4000 0.013 -0.005 0.003
H -0.9436 4.3369 -1.9904 0.012 -0.022 0.006
H -1.3577 1.8710 -2.0532 0.054 0.006 -0.011
O -1.5276 -0.8898 -1.5167 0.109 -0.130 0.000
H -1.5593 -1.3927 -0.6790 -0.075 0.003 0.074
H -1.7766 -1.5350 -2.1891 -0.068 -0.054 0.005
C -2.7472 4.3844 1.6898 0.047 -0.066 -0.023
C -2.0336 3.0578 1.6724 -0.093 -0.017 -0.010
C -2.7366 1.8641 1.5421 0.027 0.023 -0.021
C -2.0730 0.6440 1.4721 -0.033 -0.007 0.056
C -0.6932 0.6231 1.5375 -0.028 -0.034 -0.223
C 0.0307 1.8011 1.6673 0.136 -0.043 -0.022
C -0.6422 3.0064 1.7458 0.035 0.018 0.009
S 0.1873 -0.9361 1.3795 -0.080 0.198 0.341
C 0.4742 -1.0869 3.1581 -0.030 -0.266 -0.068
O -0.8386 -1.9855 1.0259 0.037 0.161 0.059
H -3.8140 4.2580 1.8699 0.001 0.003 0.008
H -2.6276 4.8914 0.7289 -0.004 -0.001 0.022
H -2.3420 5.0421 2.4597 -0.008 -0.011 -0.006
H -3.8197 1.8853 1.4834 0.046 0.004 0.010
H -2.6190 -0.2876 1.3746 0.030 0.046 -0.053
H 1.1170 1.7781 1.6858 -0.059 -0.001 -0.027
H -0.0777 3.9272 1.8463 -0.011 -0.029 -0.026
H -0.4910 -1.0923 3.6643 0.050 0.001 0.027
H 1.0822 -0.2372 3.4715 -0.048 -0.059 -0.016
H 1.0135 -2.0191 3.3296 -0.027 0.050 0.008
N -1.1740 -6.2545 -0.7894 0.055 0.149 -0.131
C -0.1286 -5.2317 -0.8653 -0.136 -0.105 0.066
C -0.6195 -4.0253 -1.6388 0.005 -0.112 0.313
O -1.9484 -3.8739 -1.6424 -0.138 -0.064 -0.045
O 0.1108 -3.2308 -2.1591 0.071 -0.045 -0.352
H -0.9779 -6.9269 -0.0630 -0.043 -0.001 0.104
H -1.2425 -6.7639 -1.6619 0.036 -0.059 -0.004
H -2.3154 -4.6517 -1.1752 -0.021 0.012 0.009
H 0.8191 -5.5522 -1.2949 0.042 -0.017 -0.070
H 0.0668 -4.8635 0.1438 0.050 0.038 0.016
```
Forces are in eV/Å.

Mulliken population analysis, charges in e, atoms 1 to 6: Cu -0.536; S -0.266; C -0.399; C -0.256; C -0.103; C 0.119


Number 1: total energy -4141.0769 a.u.. Number 2: total energy -3453.8384 a.u.. Number 3: total energy -1760.4045 a.u.. Number 4: total energy -2081.8896 a.u.. Number 5: total energy -3585.1233 a.u..